1.
129
Properties=species:S:1:pos:R:3 method="wB97M-V/def2-TZVPD" spin_multiplicity=1 total_charge=+1
Mg -0.13097 1.06043 0.03939
C 1.45353 5.61683 1.97359
C 0.62213 4.83433 1.02149
C -0.20317 5.37313 0.05859
C -0.78557 4.29213 -0.60951
N -0.31927 3.15693 -0.07001
N 0.53023 3.49463 0.92189
B 1.32643 2.51713 1.79749
N 0.45443 1.62133 2.68239
N -0.50367 0.75883 2.27359
C -1.03887 0.20603 3.37919
C -0.38687 0.72733 4.50189
C 0.55013 1.61803 4.02809
C 1.46943 2.43783 4.86549
C -2.11287 -0.85917 3.52669
C -1.52197 -2.21577 3.14469
C -3.36817 -0.61277 2.68889
C -2.57687 -0.93977 4.98979
N 2.32973 1.70593 0.97189
N 2.01913 0.71823 0.10179
C 3.17573 0.18833 -0.32241
C 4.23693 0.86063 0.29229
C 3.66643 1.81803 1.10199
C 4.39793 2.81433 1.92899
C 3.47023 -0.94617 -1.27551
C 4.27943 -2.00877 -0.50811
C 4.33353 -0.40817 -2.42661
C 2.24053 -1.62027 -1.85831
C -1.79007 4.54763 -1.71391
C -2.97847 5.30833 -1.10191
C -2.32567 3.30333 -2.41001
C -1.12717 5.42833 -2.78381
H 1.27323 6.67623 1.80599
H 1.20083 5.38163 3.00509
H 2.51393 5.42173 1.82349
H -0.34917 6.41713 -0.12491
H 1.95823 3.18963 2.52579
H -0.56247 0.50353 5.53409
H 1.28053 2.22623 5.91609
H 2.51393 2.21593 4.65339
H 1.30623 3.49963 4.69199
H -1.29177 -2.22317 2.08349
H -0.61207 -2.41527 3.70599
H -2.23987 -3.00487 3.35499
H -3.15367 -0.68777 1.62809
H -4.11457 -1.36857 2.92629
H -3.79627 0.35913 2.92179
H -1.79337 -1.32427 5.63629
H -2.89677 0.03333 5.35409
H -3.42037 -1.62397 5.05459
H 5.28333 0.66773 0.17789
H 5.46693 2.69683 1.76839
H 4.11443 3.82823 1.65329
H 4.19483 2.68103 2.98979
H 5.25003 -1.62887 -0.19931
H 3.73813 -2.33147 0.37859
H 4.44913 -2.86907 -1.15111
H 5.22513 0.08373 -2.04961
H 4.64863 -1.23117 -3.06311
H 3.77663 0.30283 -3.02841
H 1.62023 -2.00227 -1.05491
H 1.65493 -0.93857 -2.46331
H 2.54963 -2.45157 -2.48571
H -3.47147 4.70273 -0.34371
H -2.65817 6.23833 -0.64151
H -3.70177 5.54853 -1.87711
H -2.90437 2.69903 -1.72161
H -2.98317 3.60063 -3.22371
H -1.51097 2.72143 -2.82961
H -0.71997 6.33883 -2.35661
H -0.32267 4.88503 -3.27511
H -1.86167 5.71003 -3.53411
C 2.17793 1.76463 -5.25391
C 2.31723 2.36743 -4.00911
C 1.52573 1.97103 -2.94811
C 0.56433 0.97033 -3.13861
C 0.42493 0.37133 -4.40381
C 1.23573 0.76053 -5.44321
N -0.30067 0.72003 -2.10041
N -1.37327 0.13143 -2.41351
C -2.39267 0.24773 -1.50671
C -3.68687 -0.01297 -1.97331
C -4.75557 0.39673 -1.19551
C -4.49907 1.04203 0.00529
C -3.17297 1.22813 0.39509
N -2.15597 0.82043 -0.32931
H 2.79543 2.07863 -6.08281
H 3.04673 3.14953 -3.86781
H 1.59953 2.45033 -1.98201
H -0.31597 -0.40197 -4.53201
H 1.13353 0.29013 -6.40791
H -3.82387 -0.46047 -2.94531
H -5.76787 0.25483 -1.54291
H -5.30437 1.38973 0.63279
H -2.91267 1.74333 1.30759
C 1.12033 -5.04277 -4.04461
C -0.03517 -4.27887 -4.08341
C -0.54467 -3.72917 -2.92521
C 0.08783 -3.94547 -1.70421
C 1.24713 -4.71487 -1.67011
C 1.75663 -5.26067 -2.83461
P -0.49987 -2.91817 -0.29341
C -2.14037 -3.70567 0.03469
C -2.42447 -4.70187 0.95979
C -3.73127 -5.11397 1.15779
C -4.77097 -4.53727 0.45039
C -4.49817 -3.53697 -0.46701
C -3.19457 -3.12667 -0.66751
C 0.61963 -3.46067 1.06029
C 0.82223 -4.76577 1.49669
C 1.66043 -5.00987 2.57259
C 2.32803 -3.96937 3.19639
C 2.16753 -2.67287 2.73639
C 1.31043 -2.42227 1.68159
H 1.53533 -5.44187 -4.95771
H -0.52817 -4.09327 -5.02501
H -1.43307 -3.11137 -2.96851
H 1.78393 -4.86597 -0.74631
H 2.66243 -5.84857 -2.79641
H -1.63987 -5.14627 1.54979
H -3.93407 -5.88487 1.88499
H -5.78807 -4.85187 0.62589
H -5.30127 -3.06497 -1.01241
H -2.98157 -2.32837 -1.36551
H 0.33723 -5.59427 1.00029
H 1.79023 -6.02197 2.92319
H 2.96693 -4.17017 4.04279
H 2.69933 -1.85717 3.20349
H 1.14953 -1.40407 1.34389


2.
137
Properties=species:S:1:pos:R:3 method="wB97M-V/def2-TZVPD" spin_multiplicity=1 total_charge=-1
C 4.63571 -0.51854 3.25621
C 3.31658 0.19747 2.92662
N 2.17380 -0.64186 3.30251
C 1.62724 -1.36378 2.14605
C 0.44302 -2.24617 2.47862
C 1.21683 0.04810 4.06886
S 0.70897 -0.52643 5.50292
S 0.61459 1.56516 3.42203
C -0.18593 2.41132 4.78601
C -1.70264 2.40499 4.78700
C -2.34707 2.75222 3.43064
In -2.84164 0.97347 2.12903
S -2.78381 -0.99235 3.67997
C -1.31470 0.89967 0.48658
C -1.93645 0.56896 -0.85833
O -2.74934 1.66952 -1.31726
C -4.83597 1.13954 1.13288
C -5.92374 0.22185 1.66733
C -5.56313 -1.27134 1.54858
O -4.39364 -1.51685 0.77240
H 5.34485 -0.45208 2.44210
H 5.05328 -0.18346 4.19704
H 4.40019 -1.56592 3.39256
H 3.33483 0.39692 1.85449
H 3.28166 1.15895 3.41835
H 1.41302 -0.70561 1.30211
H 2.42686 -2.02173 1.81052
H 0.47719 -2.57616 3.50580
H -0.47251 -1.71421 2.25063
H 0.45166 -3.13370 1.85850
H 0.13260 3.44658 4.76054
H 0.16837 2.00522 5.72451
H -2.11366 1.48162 5.18044
H -1.97139 3.18717 5.50029
H -1.74588 3.48528 2.89523
H -3.30910 3.20866 3.64820
H -2.92619 -2.07775 2.91257
H -0.50071 0.21498 0.71949
H -0.85637 1.88563 0.40469
H -1.14111 0.44686 -1.59785
H -2.55530 -0.31674 -0.80108
H -2.12464 2.37696 -1.54340
H -4.67877 0.85553 0.10154
H -5.18590 2.16845 1.11818
H -6.82241 0.37613 1.06200
H -6.20822 0.48809 2.67897
H -5.40588 -1.69841 2.53089
H -6.39436 -1.80675 1.09204
H -4.63984 -1.72591 -0.14693
N 6.20861 -1.15018 0.04970
C 7.29872 -1.89117 -0.13182
C 7.78898 -2.24723 -1.37882
C 7.10752 -1.81293 -2.50446
C 5.96891 -1.04290 -2.33277
C 5.56514 -0.74042 -1.04096
H 7.80019 -2.21353 0.77504
H 8.68252 -2.85113 -1.46421
H 7.45931 -2.07106 -3.49613
H 5.40385 -0.68276 -3.18144
H 4.68018 -0.13856 -0.86248
N 4.79150 4.80704 0.44078
C 3.91336 3.88868 0.84840
C 3.23959 3.94223 2.05884
C 3.49858 5.00852 2.90249
C 4.41320 5.97043 2.50245
C 5.02786 5.82607 1.26873
H 3.74317 3.06733 0.16008
H 2.53188 3.17011 2.33282
H 2.99434 5.08712 3.85763
H 4.64444 6.81920 3.13188
H 5.74095 6.55945 0.91157
N 1.07814 -5.90024 2.15355
C 0.17425 -6.77057 1.71258
C -0.16896 -7.93168 2.38863
C 0.46389 -8.20362 3.59030
C 1.40662 -7.30688 4.06425
C 1.67450 -6.17397 3.31039
H -0.29811 -6.51668 0.76960
H -0.91517 -8.60190 1.98400
H 0.22330 -9.09852 4.15043
H 1.92201 -7.47732 4.99942
H 2.39971 -5.44102 3.64722
N -5.11381 -1.58878 -1.94584
C -5.11341 -0.35480 -2.45857
C -6.15757 0.14765 -3.22208
C -7.25097 -0.66496 -3.47066
C -7.26269 -1.94745 -2.94719
C -6.17501 -2.35781 -2.19354
H -4.24109 0.25533 -2.24454
H -6.10975 1.15612 -3.60915
H -8.08377 -0.30388 -4.06217
H -8.09696 -2.61546 -3.11453
H -6.14770 -3.35229 -1.75921
N 9.26397 -2.56812 -5.33861
C 10.42292 -3.01824 -4.86345
C 11.53835 -3.25512 -5.65157
C 11.44473 -3.01356 -7.01194
C 10.24610 -2.54603 -7.52433
C 9.19200 -2.33974 -6.64797
H 10.45249 -3.19611 -3.79379
H 12.45504 -3.61920 -5.20873
H 12.29254 -3.18646 -7.66240
H 10.12871 -2.34430 -8.58002
H 8.23707 -1.97151 -7.00671
N 5.01459 7.75482 -1.48678
C 4.95311 8.95214 -2.06615
C 3.93750 9.34306 -2.92401
C 2.92667 8.43637 -3.19961
C 2.97525 7.18589 -2.60768
C 4.03515 6.89143 -1.75929
H 5.76514 9.63074 -1.82510
H 3.93953 10.33165 -3.36307
H 2.11423 8.70168 -3.86467
H 2.20672 6.44869 -2.79533
H 4.11127 5.92509 -1.27067
N -7.10973 4.18684 0.77993
C -7.69612 4.49274 -0.37328
C -7.93686 5.79098 -0.79857
C -7.54769 6.83360 0.02522
C -6.93514 6.53441 1.23029
C -6.73881 5.20034 1.55845
H -7.98620 3.64524 -0.98602
H -8.41629 5.97703 -1.75033
H -7.71668 7.86238 -0.26812
H -6.61190 7.31684 1.90343
H -6.25490 4.92218 2.48856
N -7.28607 -5.93442 -1.53891
C -8.09306 -6.21633 -2.55867
C -8.04694 -7.40442 -3.27170
C -7.10555 -8.35276 -2.90707
C -6.25588 -8.07515 -1.84949
C -6.38832 -6.85654 -1.20072
H -8.81214 -5.44476 -2.81315
H -8.73036 -7.57923 -4.09139
H -7.03491 -9.29293 -3.43931
H -5.50537 -8.78590 -1.53227
H -5.74537 -6.59844 -0.36630


no.,HOMO energy (eV),LUMO level (Ha),HOMO-LUMO gap (hartree)
1,-10.6246,-0.1524,0.2381
2,-3.7610,0.0660,0.2042